P) 10
Properties=species:S:1:pos:R:3 method="wB97M-V/def2-TZVPD" lumo_energy_ev="-0.8729 / -0.8736" homo_energy_ev="-8.40 / -8.39"
C -0.93802 -0.49801 -1.32062
C 2.24627 -0.22539 3.18390
C 0.51766 0.42584 1.50555
N -0.14039 0.32509 -1.64441
N 1.13877 -0.09799 2.66271
O -1.55391 -1.44207 -1.12520
O 3.18940 -0.04812 3.83765
O 0.40845 -0.93312 1.92334
H 1.21593 0.49043 0.69463
H -0.19718 1.27884 -1.58870

Q) 10
Properties=species:S:1:pos:R:3 method="wB97M-V/def2-TZVPD" lumo_energy_ev=-0.3473 smiles="O=COc1ncno1" homo_energy_ev=-10.17
O 1.45801 2.35247 -0.55970
C 0.28617 2.16352 -0.95040
O -0.48615 0.94723 -0.54140
C -0.33076 -0.05642 0.12436
N 0.25391 -1.09687 -0.52135
C 0.19990 -2.00520 0.61478
N -0.52312 -1.66811 1.71911
O -0.93877 -0.27421 1.34408
H -0.30563 2.62247 -1.74872
H 0.38642 -2.98488 0.51925

Which one is most stable, and which one is least stable? Q) is the most stable of them, while P) is the least stable.

P) 10
Properties=species:S:1:pos:R:3 method="wB97M-V/def2-TZVPD" lumo_energy_ev=0.0106 smiles="O=Cn1oncc1=O" homo_energy_ev=-10.17
O -2.54711 0.16281 0.00490
C -1.74462 -0.76236 0.08195
N -0.33837 -0.34551 -0.52981
O 0.69109 -1.28374 -0.26258
N 1.94479 -0.56684 -0.11888
C 1.72678 0.64264 0.19317
C 0.15296 0.87115 -0.20620
O -0.38231 1.88558 -0.28047
H -2.02387 -1.94271 0.44884
H 2.52067 1.33897 0.66908

Q) 10
Properties=species:S:1:pos:R:3 method="wB97M-V/def2-TZVPD" lumo_energy_ev=-0.2284 smiles="O=c1ncoc(O)n1" homo_energy_ev=-10.30
O 2.44284 -1.24488 0.37294
C 1.46199 -0.65051 -0.19494
N 1.61478 0.82004 -0.26090
C 0.42297 1.34937 0.07470
O -0.89158 0.72421 0.19754
C -0.76421 -0.64972 0.00818
O -2.01628 -1.07740 0.04085
N 0.27891 -1.34655 -0.30695
H 0.18164 2.44197 0.05044
H -2.73107 -0.36653 0.01813

Which one is most stable, and which one is least stable? Q) is the most stable of them, while P) is the least stable.

P) 11
Properties=species:S:1:pos:R:3 method="wB97M-V/def2-TZVPD" lumo_energy_ev=3.9600 total_charge=-1 homo_energy_ev=-4.12
C -1.12294 1.95147 0.80286
C -0.39739 -1.80382 -0.07404
C 0.78711 -1.26475 -0.19543
N -1.64902 1.67139 1.78888
O -0.17012 1.72424 -1.66789
O 1.27411 1.67505 0.45624
S 0.22581 2.33971 -0.36725
H -0.79530 -2.38394 -0.84688
H -0.93057 -1.71176 0.77430
H 1.40392 -0.90140 0.52352
H 1.37439 -1.29620 -1.19431

Q) 11
Properties=species:S:1:pos:R:3 method="wB97M-V/def2-TZVPD" lumo_energy_ev=3.5600 total_charge=-1 homo_energy_ev=-1.94
C -0.78219 1.41385 0.80996
C 1.59743 1.56292 -1.18618
C -0.48169 -0.44255 -0.53952
N -1.13228 0.72746 -0.21328
O 2.00719 1.85426 -0.14701
O 1.42898 1.39001 -2.29954
S -0.92686 -1.25142 -1.95938
H -1.28990 2.34602 1.15171
H 0.14010 1.17607 1.37481
H 0.33791 -0.71467 0.06504
H -0.03765 -1.03422 -3.19421

Which one is most stable, and which one is least stable? Q) is the most stable of them, while P) is the least stable.

P) 19
Properties=species:S:1:pos:R:3 method="wB97M-V/def2-TZVPD" lumo_energy_ev=1.2291 smiles="C[C@@H]1C=CC1.C=C" homo_energy_ev=-9.39
C 2.38250 -0.63539 0.89699
C 0.97324 -0.22202 0.49599
C -0.08940 -0.31497 1.57589
C -0.79689 -1.25054 0.93757
C 0.12837 -1.29996 -0.25902
H 3.03870 -0.70680 0.02196
H 2.36447 -1.61313 1.39482
H 2.82446 0.08907 1.59107
H 0.98375 0.73968 -0.03307
H -0.21064 0.20243 2.52524
H -1.71561 -1.78322 1.16468
H -0.31274 -0.95477 -1.20163
H 0.64929 -2.25047 -0.42796
C -1.37272 2.16228 -1.63491
C -2.16520 1.24027 -1.09588
H -1.44063 2.43366 -2.68530
H -0.62731 2.68782 -1.04168
H -2.91367 0.71476 -1.68500
H -2.08801 0.96517 -0.04735

Q) 19
Properties=species:S:1:pos:R:3 method="wB97M-V/def2-TZVPD" lumo_energy_ev=0.7555 homo_energy_ev=-6.95
C 0.35385 1.94336 -0.81132
C 0.43394 0.46137 -1.06093
C 1.29807 -0.30834 -0.06611
C 0.27909 -1.33737 0.27716
C -0.84616 -0.28068 1.72361
C -0.59895 -1.70333 -0.78279
C -0.80602 -0.36783 -0.86100
H 0.09356 2.16709 0.22055
H 1.30167 2.44654 -1.01649
H -0.40557 2.39526 -1.44935
H 0.75611 0.29045 -2.09249
H 2.21920 -0.71948 -0.46945
H 1.54164 0.32548 0.78538
H 0.36163 -2.05285 1.06458
H -1.36231 0.67690 1.62184
H -0.02747 -0.19295 2.43757
H -1.55077 -1.07281 1.99086
H -1.42618 -2.37237 -0.58039
H -1.81485 -0.01595 -0.93893

Which one is most stable, and which one is least stable? P) is the most stable of them, while Q) is the least stable.

P) 19
Properties=species:S:1:pos:R:3 method="wB97M-V/def2-TZVPD" lumo_energy_ev=1.1048 smiles="C=C/C=C(/C)CC" homo_energy_ev=-8.40
C -1.90955 -2.31139 -0.42964
C -1.13997 -1.26391 -0.62838
C -1.01053 -0.19622 0.37077
C -0.11036 0.78124 0.39411
C -0.11968 1.81587 1.47208
C 1.01062 0.91928 -0.60752
C 1.90817 -0.28299 -0.68741
H -2.04113 -3.10543 -1.15658
H -2.47089 -2.42017 0.49601
H -0.57701 -1.12208 -1.54745
H -1.75853 -0.19371 1.15203
H -1.01772 1.77488 2.09198
H -0.06066 2.82071 1.02920
H 0.79152 1.70793 2.07083
H 1.57907 1.81655 -0.35370
H 0.52555 1.12832 -1.57086
H 1.36490 -1.18566 -0.98334
H 2.31503 -0.50100 0.30324
H 2.72118 -0.18225 -1.41536

Q) 19
Properties=species:S:1:pos:R:3 method="wB97M-V/def2-TZVPD" lumo_energy_ev=1.0519 smiles="CC=C=CCCC" homo_energy_ev=-9.24
C -1.00538 2.03286 2.48709
C -1.43098 1.15210 1.33840
C -1.05311 -0.08182 1.11942
C -0.58280 -1.24589 0.74598
C 0.62473 -1.29034 -0.17922
C 0.33061 -0.61477 -1.52566
C 1.54040 -0.59745 -2.45664
H -0.65754 1.45339 3.34952
H -1.84285 2.66965 2.79408
H -0.19187 2.69654 2.16653
H -2.10200 1.60639 0.60602
H -1.07906 -2.17824 1.02179
H 1.47486 -0.77190 0.28918
H 0.92337 -2.33461 -0.33801
H -0.00596 0.41259 -1.32873
H -0.51269 -1.12735 -2.00628
H 2.37636 -0.05361 -1.99922
H 1.88799 -1.61506 -2.67281
H 1.30593 -0.11247 -3.41144

R) 19
Properties=species:S:1:pos:R:3 method="wB97M-V/def2-TZVPD" lumo_energy_ev=1.0399 homo_energy_ev=-9.25
C 1.55716 -2.60385 0.40059
C 1.88844 -1.09263 0.48602
C 0.60045 -0.38351 0.14162
C 0.67028 1.13016 0.17035
C -0.63263 1.66329 -0.19002
C -1.76178 1.94874 -0.49015
C -3.16884 2.07654 -0.81870
H 1.25577 -2.99856 1.37539
H 0.20523 -2.84189 -0.38242
H 2.48600 -3.15484 0.10974
H 2.22926 -0.76248 1.48915
H 2.69438 -0.76809 -0.19637
H -0.17003 -0.74527 0.83423
H 0.31567 -0.70442 -0.86551
H 0.96244 1.47026 1.16938
H 1.42772 1.45931 -0.54915
H -3.58013 1.05625 -0.78047
H -3.29726 2.53247 -1.80460
H -3.68211 2.71853 -0.09908

S) 19
Properties=species:S:1:pos:R:3 method="wB97M-V/def2-TZVPD" lumo_energy_ev=1.1548 smiles=CC1CC2(CC2)C1 homo_energy_ev=-9.78
C 0.57365 -2.22364 0.99516
C 0.82229 -0.73674 0.78402
C 0.82001 -0.24694 -0.69222
C -0.30060 0.73070 -0.33914
C -0.40907 2.15943 -0.77134
C -1.44186 1.15442 -1.20845
C -0.37540 0.20504 1.09378
H 1.40679 -2.82704 0.61535
H -0.33445 -2.54592 0.46907
H 0.44042 -2.46219 2.05736
H 1.73057 -0.42926 1.31395
H 1.74927 0.21637 -1.04299
H 0.52445 -1.02695 -1.40426
H 0.29345 2.52481 -1.51618
H -0.70056 2.89885 -0.02935
H -1.43498 0.83710 -2.24825
H -2.42939 1.21090 -0.75723
H -1.30031 -0.33755 1.32427
H -0.20297 0.95510 1.87399

Which one is most stable, and which one is least stable? P) is the most stable of them, while R) is the least stable.

P) 19
Properties=species:S:1:pos:R:3 method="wB97M-V/def2-TZVPD" lumo_energy_ev="-0.3891 / 0.4646" homo_energy_ev="-7.72 / -7.67"
C 0.98081 -1.03322 2.58347
C 1.45446 -1.28544 1.26833
C 0.43173 -0.43308 0.32465
C 0.81579 -0.62425 -1.19891
C -0.13550 0.19429 -1.87045
C -1.09437 0.99327 -1.97372
C -2.11954 1.84969 -2.04103
H 1.31011 -0.16410 3.14463
H -1.85213 1.47366 0.99733
H 0.19559 -1.64005 3.02384
H 2.45150 -0.88998 1.04950
H 1.36506 -2.32418 0.93480
H 0.50074 0.62148 0.59065
H -0.58698 -0.78456 0.49028
H 1.85295 -0.29945 -1.34310
H 0.73878 -1.68860 -1.44942
H -2.03821 1.65864 0.29434
H -3.14434 1.49741 -2.11204
H -1.95583 2.92295 -2.00953

Q) 19
Properties=species:S:1:pos:R:3 method="wB97M-V/def2-TZVPD" lumo_energy_ev=1.0749 smiles=C1CCCC1.C#C homo_energy_ev=-9.41
C 1.34459 0.54097 -0.55767
C 0.32834 -0.52715 -0.19676
C -0.97906 0.16323 0.05845
C -0.76370 1.68969 -0.41442
C 0.75178 1.91366 -0.34590
H 2.35888 0.24422 -0.14024
H 1.41731 0.70649 -1.66294
H 0.59812 -1.09830 0.83381
H 0.24200 -1.36027 -0.96898
H -1.02682 0.07314 1.23894
H -1.84996 -0.38417 -0.31376
H -1.37994 2.32862 0.23423
H -1.25049 1.84307 -1.51207
H 1.07876 2.57296 0.55805
H 1.17375 2.58821 -1.10517
C -0.13686 -3.04654 0.68639
C -0.85810 -2.39993 1.34755
H 0.32716 -3.83609 -0.03482
H -1.37576 -2.01180 2.29532

R) 19
Properties=species:S:1:pos:R:3 method="wB97M-V/def2-TZVPD" lumo_energy_ev=1.1106 smiles="CC1=C[C@@H](C)C=C1.[H][H]" homo_energy_ev=-8.40
C 1.24306 -1.69637 1.39422
C 0.67262 -0.74845 0.38483
C -0.32179 -0.94170 -0.49114
C -0.45767 0.25882 -1.38813
C -1.82921 0.93175 -1.26944
C 0.66867 1.14372 -0.91638
C 1.31850 0.54730 0.09230
H 0.63212 -2.59712 1.52306
H 1.37221 -1.22757 2.38189
H 2.21737 -1.97445 1.01499
H -0.95374 -1.82299 -0.55281
H -0.28824 -0.02394 -2.43844
H -2.01269 1.23379 -0.23208
H -2.62912 0.24830 -1.57299
H -1.88173 1.82217 -1.90378
H 0.87079 2.12590 -1.32812
H 2.18312 0.93164 0.62961
H -0.59449 1.02427 2.86487
H -0.54561 0.97539 2.12555

S) 19
Properties=species:S:1:pos:R:3 method="wB97M-V/def2-TZVPD" lumo_energy_ev=0.9972 smiles="CC=C=CCCC" homo_energy_ev=-9.15
C 2.95347 -0.96264 1.09515
C 2.08902 -0.76056 -0.11597
C 1.48801 0.31607 -0.54709
C 0.61714 1.17976 -0.99630
C -0.75858 1.22451 -0.35692
C -1.49875 -0.11304 -0.46132
C -2.87432 -0.05074 0.19330
H 3.46134 -0.05315 1.42745
H 3.70225 -1.73697 0.90189
H 2.32176 -1.31718 1.92010
H 1.83560 -1.65614 -0.68207
H 0.83899 1.80628 -1.85623
H -0.65232 1.48475 0.70439
H -1.35772 2.01721 -0.81881
H -0.89095 -0.89361 0.01677
H -1.58871 -0.39524 -1.51919
H -2.78704 0.18054 1.26213
H -3.48951 0.73149 -0.26768
H -3.40966 -1.00133 0.10039

Which one is most stable, and which one is least stable? R) is the most stable of them, while P) is the least stable.